# 1
Here is a 9-piece molecular cluster, C13H34N6O19 overall from the OMol25 dataset. Energies are from ωB97M-V with the def2-TZVPD basis set.

Values from the calculation:
- HOMO (eV) = -10.62
- SMILES = C[N+](=O)[O-].C[N+](=O)[O-].C[N+](=O)[O-].C[N+](=O)[O-].C[N+](=O)[O-].C[N+](=O)[O-].COC(=O)OC.COC(=O)OC.CO
- Kohn-Sham gap (eV) = 10.22
- LUMO (eV) = -0.394

Structure (ORCA input):
```
! wB97M-V def2-TZVPD RIJCOSX def2/J DEFGRID3
* xyz 0 1
C 0.563 0.603 -0.244
N -0.256 -0.560 -0.699
O -0.077 -0.961 -1.833
O -1.091 -1.015 0.056
H -0.148 1.378 0.020
H 1.197 0.914 -1.063
H 1.139 0.243 0.603
C -3.621 2.235 2.733
N -2.417 2.061 1.877
O -1.534 1.348 2.312
O -2.380 2.642 0.814
H -4.377 2.757 2.156
H -3.301 2.827 3.583
H -3.991 1.250 2.994
C 0.842 3.929 3.302
N 1.879 3.616 2.280
O 2.550 4.527 1.859
O 1.962 2.457 1.918
H -0.016 3.316 3.042
H 0.630 4.989 3.247
H 1.217 3.642 4.280
C 1.128 0.115 -4.763
N 2.545 -0.049 -4.348
O 3.392 0.024 -5.217
O 2.753 -0.256 -3.176
H 0.848 -0.774 -5.322
H 1.084 0.973 -5.428
H 0.530 0.243 -3.870
C 1.321 0.179 3.839
N 1.348 -1.008 4.730
O 2.349 -1.698 4.699
O 0.374 -1.238 5.415
H 0.710 -0.060 2.973
H 2.333 0.416 3.548
H 0.833 0.970 4.401
C 0.548 -3.396 2.705
N 1.699 -3.136 1.813
O 1.885 -1.984 1.455
O 2.390 -4.077 1.506
H 0.914 -3.435 3.727
H 0.104 -4.347 2.435
H -0.187 -2.608 2.573
C -0.812 3.966 -3.697
O 0.461 4.583 -3.562
C 1.119 4.297 -2.441
O 0.730 3.584 -1.545
O 2.279 4.933 -2.472
C 3.091 4.725 -1.313
H -1.285 4.430 -4.556
H -1.415 4.077 -2.797
H -0.702 2.896 -3.883
H 3.363 3.674 -1.224
H 2.567 5.020 -0.411
H 3.976 5.339 -1.437
C -1.829 -8.027 1.459
O -1.167 -6.774 1.350
C -1.262 -6.177 0.156
O -1.866 -6.593 -0.795
O -0.565 -5.051 0.223
C -0.657 -4.169 -0.894
H -2.888 -7.893 1.681
H -1.344 -8.570 2.266
H -1.748 -8.607 0.541
H -1.488 -3.485 -0.739
H -0.808 -4.728 -1.815
H 0.272 -3.609 -0.956
C -2.492 0.637 -3.059
O -3.409 1.475 -3.783
H -1.736 1.249 -2.552
H -3.059 0.106 -2.303
H -1.971 -0.039 -3.737
H -3.023 1.685 -4.637
*
```

=====

# 2
Here is C33H46OP2SiV as an isolated structure from the OMol25 dataset. Energies are from ωB97M-V with the def2-TZVPD basis set.

Values from the calculation:
- HOMO (alpha / beta) (eV) = -5.53 / -6.49
- Kohn-Sham gap (alpha / beta) (eV) = 5.44 / 6.40
- LUMO (alpha / beta) (eV) = -0.091 / -0.092

Structure (ORCA input):
```
! wB97M-V def2-TZVPD RIJCOSX def2/J DEFGRID3
* xyz 0 4
P -1.769 2.354 -4.553
P 1.556 1.056 -4.993
C -0.691 2.741 -6.034
C 0.393 1.718 -6.389
H -0.261 3.742 -5.862
H -1.418 2.833 -6.861
H -0.045 0.846 -6.898
H 1.077 2.182 -7.123
C 2.558 2.574 -4.911
H 3.355 2.439 -4.173
H 1.968 3.457 -4.635
H 3.010 2.762 -5.898
C 2.637 -0.043 -5.955
H 3.173 0.513 -6.737
H 2.065 -0.858 -6.412
H 3.375 -0.478 -5.272
C -2.999 3.696 -4.579
H -3.726 3.526 -3.778
H -3.514 3.691 -5.550
H -2.513 4.663 -4.413
C -2.763 1.057 -5.374
H -2.147 0.230 -5.743
H -3.285 1.530 -6.215
H -3.494 0.660 -4.662
V 0.101 0.410 -0.703
C 1.662 0.099 -3.221
C 1.682 1.174 -2.189
C 0.783 2.331 -2.438
C -0.395 2.599 -1.461
C -1.656 1.869 -1.853
C -1.788 0.660 -2.527
C -0.790 -0.102 -3.326
C 0.457 -0.811 -2.782
C -1.606 -0.491 0.277
H 2.582 -0.467 -3.390
H 2.639 1.424 -1.714
H 0.319 2.293 -3.452
H 1.394 3.254 -2.501
H -0.095 2.459 -0.388
H -0.574 3.684 -1.547
H -2.572 2.291 -1.413
H -2.798 0.228 -2.578
H -0.390 0.597 -4.110
H -1.320 -0.815 -3.987
H 0.428 -1.126 -1.690
H 0.506 -1.778 -3.305
H -1.512 -1.557 0.546
H -2.620 -0.335 -0.118
H -1.538 0.072 1.232
O 1.267 -0.212 0.573
Si 1.573 -0.732 2.058
C 1.786 0.692 3.228
C 1.678 2.015 2.799
C 1.875 3.050 3.724
C 2.183 2.767 5.061
C 2.270 1.435 5.483
C 2.064 0.397 4.565
C 0.281 -1.812 2.887
C -0.528 -1.305 3.914
C -1.324 -2.178 4.675
C -1.366 -3.542 4.376
C -0.636 -4.025 3.279
C 0.169 -3.154 2.524
C 3.135 -1.741 2.077
C 4.210 -1.385 2.896
C 5.288 -2.270 3.049
C 5.325 -3.477 2.336
C 4.286 -3.773 1.442
C 3.215 -2.884 1.274
H 1.447 2.243 1.752
H 1.793 4.088 3.399
H 2.359 3.573 5.778
H 2.500 1.177 6.515
H 2.121 -0.649 4.888
H -0.509 -0.232 4.149
H -1.891 -1.776 5.522
H -1.941 -4.233 5.009
H -0.674 -5.083 3.021
H 0.732 -3.543 1.670
H 4.189 -0.432 3.433
H 6.089 -2.007 3.744
H 6.145 -4.183 2.500
H 4.305 -4.711 0.881
H 2.436 -3.100 0.535
*
```

=====

We obtain strongest force on any atom values of 0.846 3.124 eV/A for the records listed above, in that order.
We obtain energy above the lowest of the compared OMol25 structures with the same formula, charge and spin values of 0.0 256.2 kJ/mol for the records listed above, in that order.
We obtain molar mass values of 578.4 599.7 g mol⁻¹ for the records listed above, in that order.